The following is a quantum chemistry calculation of 2 unconnected molecules or ions with the total composition C3H9NO2S2, from the OMol25 dataset.

Positions of all 17 atoms, in Å:
N 0.085 -1.495 -0.090
C 0.602 -0.465 0.789
C -0.178 -0.329 2.019
O -0.025 0.481 2.838
C 0.835 0.883 0.131
S 2.229 1.099 -1.113
S 1.772 1.266 -3.006
H -0.647 -1.218 -0.581
H 0.864 -1.812 -0.838
H 1.678 -0.729 1.180
H -0.819 -1.105 2.151
H 0.943 1.668 0.947
H -0.058 1.147 -0.498
H 1.921 0.001 -3.594
H -3.573 0.620 -0.577
H -2.894 -0.172 0.566
O -2.734 0.162 -0.324

The HOMO energy comes out at -9.1 eV. As for the SMILES: N[C@H](C=O)CSS.O. As for the HOMO-LUMO gap: 9.478 eV. Its energy relative to the best compared isomer or geometry (same formula, charge and spin) is 58.5 kcal per mole.

Results of the natural (NBO) charge analysis, in e, for atoms 1 through 6: atom 1 (N): -0.823, atom 2 (C): -0.196, atom 3 (C): 0.442, atom 4 (O): -0.501, atom 5 (C): -0.540, atom 6 (S): 0.058